A cluster of 8 separate species, C35H64ClN5O8 in total, computed with the ωB97M-V functional and the def2-TZVPD basis.

Positions of all 113 atoms, in Å:
H 1.432 -3.023 -4.777
N 1.674 -2.567 -5.664
C 2.566 -1.693 -5.462
C 3.210 -1.404 -4.096
C 2.212 -1.404 -2.937
C 2.400 -2.335 -1.949
C 1.523 -2.419 -0.819
C 1.627 -3.443 0.315
N 2.925 -4.093 0.489
C 3.570 -3.835 1.784
C 0.473 -1.531 -0.769
C 0.252 -0.574 -1.793
N -0.845 0.242 -1.687
C -1.011 1.077 -2.686
C -2.250 1.972 -2.619
C -3.463 0.984 -2.413
C -4.802 1.706 -2.517
O -4.928 2.879 -2.803
N -6.007 0.965 -2.227
C -5.746 -0.454 -2.104
C -5.561 -1.038 -0.857
C -5.268 -2.400 -0.743
C -5.163 -3.181 -1.888
C -5.387 -2.620 -3.141
C -5.677 -1.266 -3.246
C -0.062 1.132 -3.775
Cl -0.373 2.320 -5.061
N 0.996 0.399 -3.935
C 1.114 -0.488 -2.897
H 2.930 -1.113 -6.326
H 3.954 -2.201 -3.916
H 3.772 -0.454 -4.082
H 3.227 -3.046 -2.016
H 0.845 -4.208 0.128
H 1.354 -2.988 1.285
H 3.552 -3.934 -0.285
H 3.247 -4.594 2.528
H 3.446 -2.802 2.135
H 4.658 -3.990 1.666
H -0.237 -1.576 0.062
H -2.449 2.492 -3.559
H -2.228 2.635 -1.743
H -3.336 0.572 -1.400
H -3.337 0.198 -3.173
H -6.690 1.142 -2.957
H -5.636 -0.456 0.064
H -5.117 -2.827 0.251
H -4.902 -4.238 -1.786
H -5.314 -3.214 -4.054
H -5.835 -0.765 -4.208
C -5.299 6.428 -4.308
C -5.285 6.822 -2.844
O -5.682 5.719 -2.032
H -6.297 6.098 -4.604
H -5.002 7.266 -4.941
H -4.618 5.595 -4.490
H -5.980 7.640 -2.660
H -4.283 7.145 -2.538
H -5.056 5.003 -2.196
C -7.075 7.765 -0.139
C -6.794 9.021 0.664
O -8.000 9.735 0.937
H -7.564 8.015 -1.082
H -6.155 7.225 -0.354
H -7.752 7.102 0.405
H -6.136 9.691 0.110
H -6.312 8.771 1.615
H -8.577 9.149 1.435
C 4.883 -8.664 2.141
C 5.113 -7.419 2.977
O 3.874 -6.805 3.320
H 4.338 -8.415 1.230
H 5.831 -9.133 1.868
H 4.279 -9.392 2.689
H 5.697 -6.688 2.419
H 5.653 -7.666 3.897
H 3.359 -7.446 3.821
C 5.374 -3.322 6.293
C 5.443 -3.447 4.783
O 4.567 -2.513 4.155
H 4.357 -3.492 6.645
H 6.036 -4.041 6.776
H 5.659 -2.315 6.610
H 5.138 -4.446 4.468
H 6.464 -3.268 4.427
H 4.841 -1.628 4.424
C 2.753 0.504 2.014
C 2.471 0.993 3.423
O 3.646 0.873 4.218
H 3.088 -0.535 2.030
H 1.864 0.576 1.384
H 3.554 1.091 1.556
H 1.691 0.392 3.888
H 2.144 2.038 3.420
H 4.335 1.409 3.813
C 6.816 -6.091 10.395
C 6.419 -4.735 9.843
O 5.194 -4.820 9.120
H 6.923 -6.816 9.587
H 7.758 -6.032 10.942
H 6.045 -6.474 11.069
H 7.180 -4.365 9.156
H 6.302 -4.007 10.653
H 4.518 -5.136 9.728
C -1.915 7.638 -7.632
C -1.907 8.011 -6.161
O -2.302 6.904 -5.356
H -2.909 7.306 -7.935
H -1.622 8.486 -8.253
H -1.227 6.810 -7.824
H -2.609 8.822 -5.970
H -0.909 8.337 -5.851
H -1.677 6.190 -5.516

Structure (SMILES) ... [H]/N=C\Cc1cc(CNC)cc2nc(CCC(=O)Nc3ccccc3)c(Cl)nc12.CCO.CCO.CCO.CCO.CCO.CCO.CCO
HOMO ... -8.4 eV
Orbital gap ... 7.8 eV